Here is 10 unconnected molecules or ions with the total composition C24H46Cl6F3N6O9S2 in a non-equilibrium geometry from OMol25. Energies are from ωB97M-V with the def2-TZVPD basis set.

XYZ file:
```
96
Properties=species:S:1:pos:R:3:forces:R:3:mulliken_charge:R:1
N 0.07006 0.02420 -0.33625 -1.41 6.72 4.01 -0.03
S 1.09910 -0.96125 -0.60111 3.84 -10.64 -5.03 0.92
O 1.13736 -2.11354 0.26692 0.60 1.05 0.60 -0.61
O 2.31886 -0.65305 -1.32072 -0.38 0.96 1.28 -0.59
F 0.26968 -1.64250 -1.80177 -0.51 -0.10 -0.90 -0.35
S 1.06504 0.93354 0.70793 -0.80 3.31 3.31 1.04
O 1.75274 2.00023 0.01506 -0.33 -1.45 0.39 -0.56
O 1.65386 0.31584 1.90889 -0.49 0.27 -3.10 -0.54
F -0.09723 1.73170 1.45918 -0.57 -0.06 -0.64 -0.28
C 2.35459 -0.16843 -7.73685 1.23 0.26 0.94 -0.98
C 1.02001 -0.76655 -8.02111 0.11 2.03 -2.77 0.72
O 0.47196 -0.40841 -9.08041 -0.18 -1.05 1.29 -0.66
N 0.53102 -1.64177 -7.15626 -1.22 -0.76 0.85 -0.19
C -0.76822 -2.30745 -7.34118 0.73 -0.45 0.16 -0.86
H 2.49826 0.86700 -8.04564 -0.79 -0.01 -0.12 0.29
H 3.14794 -0.67456 -8.28685 -0.12 -0.45 0.09 0.24
H 2.58952 -0.19199 -6.67272 0.21 -0.18 0.08 0.30
H 1.00852 -1.81729 -6.28374 0.01 0.18 -0.26 0.26
H -1.00564 -2.80954 -6.40329 -0.09 0.15 0.00 0.33
H -0.64247 -3.09288 -8.08642 -0.24 0.09 -0.19 0.28
H -1.59103 -1.65205 -7.62672 0.35 0.19 0.00 0.28
C -6.55037 -8.66216 -3.23145 0.28 -1.95 -1.21 -0.95
C -5.87614 -7.43945 -2.83131 -3.04 1.74 1.57 0.68
O -6.57434 -6.53805 -2.36260 0.87 0.25 -0.26 -0.66
N -4.58120 -7.43719 -2.93191 3.38 0.18 -0.58 -0.15
C -3.66620 -6.36248 -2.54531 -0.20 0.32 0.38 -0.85
H -6.80780 -9.25435 -2.35331 -0.65 0.31 -0.07 0.24
H -5.85682 -9.30578 -3.77261 0.00 -0.22 -0.27 0.30
H -7.34793 -8.41381 -3.93167 -0.32 -0.22 0.54 0.27
H -4.17832 -8.28515 -3.30438 0.13 0.36 0.11 0.22
H -3.54740 -6.31100 -1.46303 0.08 -0.24 0.06 0.28
H -4.01473 -5.36466 -2.81173 -0.39 -0.24 -0.31 0.28
H -2.68792 -6.48859 -3.00921 -0.16 -0.27 0.01 0.33
C -0.97358 3.27084 -4.31844 -0.27 0.06 -0.55 -1.06
C -1.88565 4.16190 -3.53804 -0.27 1.33 0.23 0.76
O -2.15512 5.31238 -3.88455 0.00 -0.76 -0.12 -0.66
N -2.37834 3.64098 -2.39762 0.39 -0.90 1.45 -0.10
C -3.33718 4.26446 -1.53144 -1.07 1.07 -0.40 -0.97
H -1.43263 2.31071 -4.55408 -0.01 -0.09 0.31 0.32
H -0.05751 3.11001 -3.75005 0.15 0.00 -0.31 0.26
H -0.84802 3.78097 -5.27348 0.59 -0.06 0.16 0.30
H -1.92991 2.85153 -1.95513 0.13 -0.18 -0.65 0.21
H -3.14413 4.24502 -0.45885 0.48 -0.46 -0.15 0.31
H -4.31000 3.81283 -1.72578 -0.20 -0.04 0.28 0.30
H -3.44819 5.31918 -1.78313 0.16 -0.01 -0.18 0.32
C 3.50886 -3.60617 5.23398 0.38 0.74 -1.72 -0.99
C 3.80039 -2.99941 6.56639 -0.04 -1.10 -0.84 0.65
O 3.63074 -3.73994 7.50911 0.31 0.56 1.63 -0.62
N 4.26131 -1.72143 6.58864 -0.09 0.24 -0.11 -0.19
C 4.55904 -1.02246 7.81234 -0.72 0.01 0.75 -0.87
H 3.91317 -4.61065 5.10887 -0.38 -0.09 0.67 0.29
H 4.00137 -3.07653 4.41849 -0.15 0.40 -0.12 0.32
H 2.43813 -3.56437 5.03430 0.01 -0.27 0.05 0.24
H 4.12821 -1.15336 5.76421 0.13 -0.36 0.02 0.28
H 5.48493 -1.36145 8.27702 0.16 0.21 -0.22 0.24
H 3.77717 -1.20084 8.55054 -0.10 -0.24 0.07 0.30
H 4.52024 0.05610 7.65970 0.46 -0.11 -0.22 0.35
C -3.71624 -2.53817 2.33509 0.07 0.57 -0.41 -0.82
C -4.74344 -2.37422 1.25128 -2.06 -1.29 0.08 0.66
O -5.76702 -3.06493 1.24017 0.59 0.57 0.08 -0.66
N -4.51375 -1.45411 0.30116 1.15 0.89 -0.90 -0.12
C -5.43497 -1.02120 -0.73977 -0.56 0.03 -0.06 -0.94
H -3.27355 -3.52478 2.19817 0.26 0.19 0.20 0.22
H -4.19271 -2.47019 3.31307 -0.09 -0.16 -0.15 0.27
H -3.00923 -1.71313 2.24824 0.47 -0.37 0.21 0.26
H -3.59613 -1.03214 0.29726 -0.19 0.04 0.01 0.20
H -5.97237 -1.82228 -1.24728 0.00 -0.32 0.55 0.29
H -4.97693 -0.48318 -1.56974 0.71 0.00 0.39 0.35
H -6.15400 -0.32390 -0.30981 -0.26 -0.13 -0.01 0.29
C 0.79787 7.76443 -0.23290 0.41 0.43 -1.09 -0.12
Cl 1.78479 9.22737 -0.66458 -0.23 -0.56 0.32 -0.18
Cl -0.63385 8.19427 0.65165 -0.34 0.10 0.59 -0.14
H 0.44014 7.38679 -1.19078 0.35 -0.23 0.24 0.16
H 1.42879 7.06244 0.31229 -0.21 0.22 -0.08 0.28
C 7.33148 -2.91382 -0.31009 0.13 -0.38 0.64 -0.21
Cl 7.72198 -2.03955 1.21810 -0.22 -0.16 -0.70 -0.16
Cl 6.75765 -4.57495 0.08184 0.19 0.59 -0.30 -0.15
H 6.54768 -2.39545 -0.86239 0.14 -0.05 0.29 0.25
H 8.26008 -2.99875 -0.87453 -0.28 0.00 0.09 0.26
C 6.28960 3.03305 -2.46125 0.77 0.59 -0.34 -0.16
Cl 7.06930 4.65319 -2.14884 -0.73 -0.79 0.45 -0.17
Cl 6.96594 2.53667 -4.03607 -0.49 -0.41 0.15 -0.16
H 6.58170 2.29448 -1.71473 0.13 0.39 -0.05 0.24
H 5.20364 3.12060 -2.49472 0.28 0.21 -0.19 0.25
F 0.71451 3.11143 8.04086 -0.18 0.24 -0.52 -0.30
C 0.43037 4.36254 7.60604 1.58 0.42 -1.36 0.36
C 1.00122 4.87468 6.42185 -0.30 -0.83 0.58 -0.49
C 0.75622 6.18961 6.04478 0.50 -0.59 -0.56 -0.25
C 0.03945 7.06365 6.83532 0.08 -0.65 1.37 -0.55
C -0.40785 6.58021 8.06523 -0.18 -1.17 -0.36 -0.31
C -0.24697 5.18822 8.41283 -1.31 2.57 0.96 -0.34
H 1.63942 4.17980 5.89628 0.01 0.22 -0.49 0.41
H 1.15744 6.59201 5.12636 0.21 -0.29 -0.17 0.36
H -0.03241 8.10073 6.54256 -0.27 0.02 0.11 0.38
H -0.92393 7.26177 8.72518 -0.08 -0.18 0.24 0.34
H -0.64198 4.77794 9.33045 -0.06 0.23 0.20 0.38
```
Positions in Å, forces in eV/Å.

Results
Orbital gap ... 9.295 eV
Charge ... -1



Here is 3 unconnected molecules or ions with the total composition C24H46N4O5S in a non-equilibrium geometry from OMol25. Energies are from ωB97M-V with the def2-TZVPD basis set.

XYZ file:
```
80
Properties=species:S:1:pos:R:3:forces:R:3:mulliken_charge:R:1
C 2.63685 -2.83648 1.29642 -0.88 1.03 0.27 -0.10
O 3.38871 -2.32349 0.12687 -1.92 -1.68 0.05 -0.37
C 2.67391 -2.65101 -1.11690 -0.58 -0.80 -1.37 -0.36
C 2.16375 -1.35864 -1.98739 0.33 -0.23 -0.77 -0.28
C 2.80514 0.08129 -1.53674 0.46 -0.86 0.22 -0.64
C 2.13572 0.75396 -0.19990 0.72 1.33 0.04 -0.55
C 0.69776 1.52898 -0.47709 0.06 -1.45 0.21 0.18
C -0.46673 0.36788 -0.42598 -3.71 -1.97 -1.97 0.11
C -0.64597 -0.70114 0.81855 -2.99 -1.20 -2.68 -0.16
C -1.81870 -1.87628 0.77378 2.19 3.55 -2.18 -0.56
C -2.76384 -1.92793 -0.57042 -1.32 -0.59 -0.86 0.41
N -3.87599 -2.95141 -0.78693 2.98 5.01 -2.27 -0.49
S -4.57017 -2.51593 -2.34793 3.17 1.60 1.94 0.19
N -3.65362 -1.14267 -2.97197 2.37 -1.64 6.24 -0.55
C -2.66552 -0.88988 -1.83834 0.52 -0.62 1.03 0.39
C -1.48475 0.24216 -1.71291 0.80 -0.82 2.30 -0.38
H 3.31108 -2.79433 2.25200 -1.09 -0.24 -2.02 0.25
H 2.15750 -3.90231 1.12186 1.24 2.06 0.33 0.30
H 1.74432 -2.07075 1.46905 1.62 -1.74 -0.19 -0.14
H 3.37056 -3.30720 -1.82998 -1.18 1.46 1.77 0.25
H 1.71162 -3.33352 -0.93492 2.11 1.47 -0.04 0.20
H 0.99395 -1.39522 -2.02055 2.24 0.49 0.20 0.09
H 2.52467 -1.54710 -3.10959 -0.79 0.38 2.40 0.34
H 3.95342 -0.11429 -1.29324 -2.46 0.39 -0.49 0.30
H 2.79932 0.77289 -2.49235 -0.26 -1.05 2.15 0.24
H 2.88716 1.60996 0.15436 -1.51 -1.83 -0.73 0.36
H 2.06989 0.00137 0.71857 0.07 1.49 -2.24 0.11
H 0.71769 2.02157 -1.55228 -0.24 -1.02 2.34 -0.39
H 0.53997 2.36776 0.35022 0.14 -1.92 -1.77 0.32
H 0.10341 -0.58427 1.72070 -1.92 -0.44 -1.89 0.51
H -1.91707 -2.62495 1.68481 0.01 1.78 -2.20 0.32
H -1.35601 1.01761 -2.61087 -0.28 -1.83 2.27 0.07
C -0.27974 5.05314 -7.92136 0.31 -0.01 0.18 -0.73
O 0.18415 5.93060 -6.90420 -0.46 -0.04 -0.27 -0.34
C -0.77024 6.94473 -6.57097 0.26 0.13 0.63 -0.80
C -1.24649 6.76018 -5.12200 -0.07 -0.39 -0.60 -0.22
N -2.08643 5.56552 -4.99304 0.18 0.18 0.16 -0.32
C -2.38549 5.21130 -3.60069 0.16 -0.37 -0.26 -0.77
C -1.20310 4.74652 -2.72772 -0.59 -0.17 0.24 -0.56
O -0.64136 3.49922 -3.13992 0.18 0.55 0.00 -0.24
C 0.38817 3.61288 -4.11325 -0.10 -0.37 0.05 -0.67
H 0.53042 4.36285 -8.17429 -0.06 0.17 0.11 0.24
H -1.13199 4.46760 -7.56701 -0.14 -0.01 -0.15 0.32
H -0.55490 5.61089 -8.82087 -0.08 -0.06 -0.01 0.34
H -1.61627 6.96666 -7.27047 0.11 -0.20 0.14 0.40
H -0.25129 7.90629 -6.65103 -0.07 -0.04 0.02 0.39
H -1.82027 7.64220 -4.81578 0.01 -0.10 0.00 0.40
H -0.35986 6.68412 -4.48432 0.16 0.25 -0.02 0.18
H -1.61264 4.77761 -5.43131 -0.14 0.25 0.10 0.09
H -3.11811 4.39584 -3.63745 0.12 0.08 0.13 0.38
H -2.88442 6.05800 -3.11403 0.14 -0.02 -0.05 0.41
H -1.59572 4.57463 -1.71793 0.03 -0.04 -0.12 0.35
H -0.42960 5.51392 -2.62025 0.10 -0.06 -0.21 0.38
H 0.97057 4.53265 -4.00172 -0.13 0.00 -0.04 0.37
H -0.03376 3.54834 -5.11814 0.18 0.16 -0.11 0.21
H 1.06438 2.76172 -3.98911 -0.07 0.05 0.06 0.23
C -0.62990 -4.02940 8.72106 0.02 0.34 -0.10 -0.73
O 0.39748 -3.38497 7.98014 -0.08 -0.52 0.14 -0.34
C 1.43773 -4.28385 7.57981 0.23 0.40 -0.52 -0.83
C 1.46844 -4.40081 6.04822 -0.48 -0.19 0.50 -0.16
N 0.29613 -5.12880 5.55317 0.20 0.20 -0.10 -0.31
C 0.15290 -5.07856 4.09355 -0.39 0.12 0.25 -1.17
C -0.15876 -3.70455 3.46816 -0.17 -0.54 -0.29 0.24
O -1.44659 -3.19414 3.81770 0.64 0.08 0.04 -0.45
C -1.46808 -2.42574 5.01324 -0.45 0.03 -0.12 -0.71
H -1.33981 -3.26768 9.05668 0.18 -0.04 -0.09 0.24
H -1.16619 -4.74653 8.09427 -0.03 -0.17 0.11 0.32
H -0.21843 -4.53279 9.60039 -0.06 -0.08 -0.02 0.34
H 1.34236 -5.26931 8.05449 -0.18 0.14 -0.14 0.40
H 2.38282 -3.84500 7.91822 -0.03 -0.06 -0.04 0.39
H 2.37903 -4.92983 5.74504 -0.10 0.01 -0.01 0.38
H 1.50146 -3.38765 5.63477 0.24 0.15 0.09 0.17
H -0.54275 -4.73217 5.97308 0.26 -0.13 -0.09 0.14
H -0.66829 -5.75921 3.83776 0.10 0.15 -0.09 0.41
H 1.05688 -5.49122 3.62965 -0.01 0.12 0.07 0.38
H -0.18094 -3.84294 2.38016 -0.01 -0.01 0.09 0.28
H 0.62617 -2.96543 3.65877 -0.06 0.06 0.21 0.16
H -0.53444 -1.87870 5.17660 0.00 -0.14 0.01 0.32
H -1.68956 -3.06600 5.86941 0.15 0.12 0.15 0.21
H -2.28166 -1.69871 4.93167 0.10 -0.10 -0.09 0.32
```
Positions in Å, forces in eV/Å.

Results
SMILES string ... COCCCCCc1ccc2nsnc2c1.COCCNCCOC.COCCNCCOC
Orbital gap ... 6.856 eV
Charge ... 0



Here is 6 unconnected molecules or ions with the total composition C24H46O7 in a non-equilibrium geometry from OMol25. Energies are from ωB97M-V with the def2-TZVPD basis set.

XYZ file:
```
77
Properties=species:S:1:pos:R:3:forces:R:3:mulliken_charge:R:1
C -4.01821 4.65456 0.69630 -2.45 3.40 -2.66 -0.29
C -4.83746 5.66412 -0.06766 1.11 -3.61 3.63 -0.25
C -6.26869 6.11342 0.65449 0.34 6.47 -0.58 0.43
O -6.51022 7.44765 0.65493 0.67 -8.66 0.14 -0.55
O -7.15305 5.11741 1.27928 1.17 2.19 -2.50 -0.25
C -8.44512 5.00005 0.58648 -2.01 -0.43 -0.49 -0.66
H -4.20004 4.61305 1.85249 0.16 -0.63 -2.58 0.24
H -3.22194 4.02593 0.11224 -1.25 1.57 1.66 0.16
H -4.47878 6.13928 -1.07484 -1.29 -1.19 2.02 0.31
H -9.01802 6.02156 0.45400 1.44 -1.91 0.48 0.29
H -9.13598 4.26892 1.22744 1.78 1.71 -1.19 0.23
H -8.37372 4.50190 -0.48054 0.29 1.02 2.08 0.27
C -7.17580 -0.22789 -1.32120 0.13 -0.65 -0.01 -0.53
C -7.77299 0.79431 -0.38888 -0.55 0.24 0.15 -0.53
C -6.62332 1.75959 -0.19874 0.36 0.27 0.20 0.35
O -5.85418 1.73427 -1.40908 -0.30 -0.28 0.02 -0.39
C -6.29589 0.62704 -2.20669 0.18 0.31 -0.29 -0.44
H -7.91990 -0.79821 -1.88292 0.10 0.05 0.04 0.35
H -6.55963 -0.93412 -0.75208 -0.07 0.04 -0.09 0.26
H -8.60968 1.30244 -0.88267 0.04 -0.04 0.08 0.25
H -8.13610 0.37268 0.55180 0.05 0.07 -0.09 0.38
H -5.96881 1.44193 0.61982 -0.06 0.06 0.08 0.19
H -6.96172 2.78038 0.00113 0.21 -0.12 -0.04 -0.35
H -6.85963 1.03045 -3.05492 0.00 -0.10 -0.07 0.26
H -5.43010 0.08088 -2.59115 -0.01 0.14 0.04 0.26
C -0.55378 0.45713 2.10557 -0.09 -0.38 0.48 -0.59
C -0.13125 0.39769 0.66035 0.51 0.01 -0.35 -0.15
C -1.40749 0.77692 -0.05871 -0.32 -0.06 -0.26 -0.52
O -2.12801 1.66119 0.81078 0.23 -0.11 0.15 -0.30
C -1.51448 1.62603 2.10676 -0.18 0.42 0.04 -0.48
H 0.27840 0.58863 2.80175 -0.10 0.00 -0.05 0.32
H -1.08491 -0.46351 2.37514 0.06 0.10 0.04 0.31
H 0.64298 1.15009 0.46918 -0.04 -0.15 -0.04 0.13
H 0.25677 -0.57743 0.35524 -0.01 0.19 -0.04 0.18
H -2.03748 -0.10042 -0.23974 0.04 -0.03 -0.08 0.26
H -1.21828 1.27386 -1.01460 -0.12 0.01 0.11 0.27
H -0.98517 2.57415 2.25144 0.02 -0.01 0.12 0.27
H -2.28506 1.53543 2.87727 -0.03 0.07 -0.13 0.31
C 4.24622 -2.21129 0.66873 -0.06 -0.37 0.48 -0.59
C 4.66875 -2.27073 -0.77649 0.63 0.07 -0.42 -0.37
C 3.39251 -1.89151 -1.49556 -0.37 -0.19 -0.28 -0.30
O 2.67199 -1.00723 -0.62606 0.20 -0.08 0.22 -0.44
C 3.28552 -1.04239 0.66992 -0.14 0.42 -0.02 -0.12
H 5.07840 -2.07979 1.36491 -0.09 0.02 -0.06 0.31
H 3.71509 -3.13193 0.93830 0.06 0.07 0.02 0.30
H 5.44298 -1.51834 -0.96766 -0.07 -0.06 0.04 0.27
H 5.05677 -3.24585 -1.08160 -0.16 0.12 0.02 0.25
H 2.76252 -2.76884 -1.67658 0.14 -0.01 -0.08 0.08
H 3.58172 -1.39456 -2.45144 -0.10 0.05 0.11 0.27
H 3.81483 -0.09427 0.81460 0.04 -0.01 0.09 0.07
H 2.51494 -1.13300 1.44042 -0.06 0.05 -0.10 0.24
C 3.32014 -7.36919 -2.79896 0.43 -0.50 -0.06 -0.53
C 2.04840 -7.04568 -2.05819 -0.65 -0.04 -0.09 -0.58
C 2.48443 -5.90665 -1.16256 0.13 0.24 0.37 -0.38
O 3.52703 -5.20747 -1.85629 -0.13 -0.38 -0.08 -0.29
C 3.93907 -6.00024 -2.97832 0.13 0.39 -0.22 -0.55
H 3.15694 -7.89055 -3.74555 0.05 0.08 0.10 0.32
H 3.96734 -7.99260 -2.17060 -0.05 0.04 -0.11 0.27
H 1.28681 -6.69496 -2.76463 0.04 -0.05 0.11 0.27
H 1.63572 -7.89148 -1.50246 0.04 0.12 -0.04 0.33
H 2.90104 -6.27876 -0.22058 -0.10 -0.02 0.05 0.26
H 1.66713 -5.21650 -0.93414 0.15 0.04 -0.02 0.26
H 3.56716 -5.51279 -3.88613 0.07 -0.06 -0.06 0.31
H 5.03103 -6.03579 -3.02364 -0.09 0.11 0.06 0.27
C 7.01278 1.92463 2.92633 0.40 -0.07 0.53 -0.54
C 6.74514 2.93014 1.83635 -0.39 0.52 -0.11 -0.52
C 7.11228 2.15282 0.59111 0.21 -0.14 -0.38 -0.42
O 6.83642 0.77239 0.86581 -0.03 0.22 0.27 -0.37
C 6.59031 0.62775 2.27142 -0.22 -0.35 -0.15 -0.27
H 6.47347 2.12878 3.85474 0.06 -0.06 -0.10 0.32
H 8.08566 1.89768 3.15114 -0.13 -0.01 0.03 0.25
H 5.67830 3.18231 1.81836 0.12 0.02 -0.02 0.27
H 7.31391 3.85722 1.94378 -0.07 -0.11 -0.04 0.33
H 8.18063 2.24200 0.36740 -0.01 0.10 -0.04 0.27
H 6.54399 2.47426 -0.28649 0.06 -0.15 0.05 0.27
H 5.51834 0.44650 2.40579 0.00 -0.03 0.12 0.13
H 7.14100 -0.23540 2.65534 -0.05 0.02 -0.14 0.28
```
Positions in Å, forces in eV/Å.

Results
ΔE to the lowest compared entry with this formula, charge and spin ... 130.0 kcal per mole
SMILES string ... C=CC(=O)OC.C1CCOC1.C1CCOC1.C1CCOC1.C1CCOC1.C1CCOC1
Orbital gap ... 9.193 eV
Charge ... 0